# 1
ORCA calculation (the ωB97M-V functional and the def2-TZVPD basis) on 11 unconnected molecules or ions with the total composition C11H44N22O11 in a non-equilibrium geometry.

Structure (XYZ):
```
88
Properties=species:S:1:pos:R:3:forces:R:3:lowdin_charge:R:1
N 1.119133 -0.301463 4.895063 -1.15 0.79 1.01 0.151
C 1.683317 -1.441208 4.403062 0.23 -0.27 0.30 -0.667
N 0.952503 -2.053318 3.426254 -1.95 2.58 1.29 0.178
O 2.789614 -1.859059 4.761487 -0.46 0.11 -0.10 -0.025
H 1.390170 -0.001041 5.850645 -0.16 -0.57 -1.24 0.123
H 0.105789 -0.184424 4.688513 0.92 0.03 0.30 0.074
H -0.064507 -1.844419 3.304908 1.47 -0.43 0.01 0.118
H 1.403631 -2.794869 3.024863 0.74 -2.28 -1.47 0.049
N -4.790671 3.253908 -1.610393 0.79 0.46 -1.02 0.154
C -3.665596 2.747370 -2.279876 -2.96 1.20 2.11 -0.652
N -3.595472 3.309739 -3.473359 1.45 -1.37 -2.04 0.179
O -2.932397 1.901339 -1.818197 0.61 -0.81 -0.04 0.014
H -5.115726 2.623332 -0.940557 -0.72 -0.80 1.44 0.065
H -5.512759 3.614653 -2.242081 0.50 -0.41 0.58 0.108
H -3.597875 4.288732 -3.538852 -0.17 1.20 -0.22 0.104
H -2.889576 2.797352 -3.972899 0.69 0.46 -1.15 0.067
N 1.743147 3.745104 3.781985 -1.16 -0.07 -0.95 0.162
C 2.244641 2.967625 2.769941 -0.79 1.55 0.13 -0.638
N 3.185646 2.083529 3.108489 -0.60 0.73 -0.34 0.212
O 1.759675 3.165012 1.629753 1.21 -1.08 0.79 -0.026
H 2.197517 4.136019 4.563580 1.06 -0.21 0.74 0.086
H 1.152651 4.404418 3.323830 -0.66 0.49 0.14 0.094
H 3.343619 1.744663 4.017643 -0.08 -0.15 1.02 0.097
H 3.679207 1.689068 2.374123 1.21 -1.27 -1.59 0.040
N -0.634278 -1.281310 -4.442175 -1.22 -0.96 1.23 0.153
C -0.267275 -2.229280 -3.471035 1.03 0.05 -1.64 -0.590
N 1.152430 -2.281750 -3.484248 -0.71 0.78 0.51 0.141
O -1.019499 -3.018171 -2.907310 0.75 0.90 -0.52 0.007
H -1.614652 -1.041827 -4.548476 0.32 -0.11 0.27 0.102
H -0.015233 -0.512126 -4.550960 0.45 0.39 -0.39 0.035
H 1.598384 -2.942020 -2.876039 -0.09 -0.08 0.37 0.069
H 1.662234 -1.387197 -3.616878 -0.54 -1.04 0.08 0.087
N 3.896240 0.024843 -1.700711 0.70 -1.72 0.21 0.175
C 3.319046 1.062439 -2.248818 -0.34 1.58 1.26 -0.673
N 3.168828 2.200069 -1.402835 -0.39 -0.41 -2.53 0.172
O 2.999801 0.950865 -3.421256 -1.17 1.48 -1.42 -0.012
H 4.278588 0.104702 -0.775389 0.53 -0.41 0.53 0.045
H 4.108790 -0.685573 -2.408229 0.14 0.32 1.05 0.134
H 3.030230 2.083976 -0.421084 0.01 -0.22 0.49 0.047
H 2.652262 2.973587 -1.829579 0.29 -0.59 0.37 0.101
N 4.659083 -0.898010 2.960821 0.27 0.80 -0.83 0.181
C 4.385432 -0.750637 1.625131 0.84 -2.38 0.56 -0.650
N 4.057483 -1.896644 0.963268 -0.07 -0.56 0.82 0.161
O 4.585246 0.278616 1.005196 -0.11 1.89 -0.06 -0.015
H 4.380460 -1.639514 3.563186 -0.65 -0.62 0.01 0.061
H 5.241329 -0.220524 3.399314 0.18 0.53 -0.04 0.098
H 3.866309 -2.755384 1.485545 0.02 0.76 -0.32 0.095
H 3.504069 -1.832800 0.125319 -0.05 0.20 0.10 0.070
N -4.108615 -1.380622 3.957977 -0.04 2.17 -1.71 0.156
C -3.071381 -0.465324 3.742926 0.87 -1.64 1.21 -0.611
N -3.333199 0.513382 2.807716 -0.36 -0.06 -1.69 0.140
O -1.996148 -0.549869 4.370268 -1.09 0.30 -1.01 -0.026
H -4.006185 -2.238920 4.451311 0.49 -0.15 0.28 0.091
H -4.730785 -1.359136 3.151588 -0.21 -0.56 0.58 0.078
H -2.512393 0.706555 2.193596 -0.80 0.01 1.03 0.094
H -4.221559 0.439158 2.233506 1.34 -0.10 1.11 0.092
N -0.115813 1.988213 -3.281378 -2.08 0.79 0.82 0.199
C -0.234056 1.820419 -4.597016 -2.09 0.29 -0.19 -0.755
N 0.856846 1.627834 -5.307583 1.19 -0.48 0.18 0.198
O -1.353355 1.828130 -5.092797 -1.12 0.14 -0.82 0.005
H -1.050873 1.855823 -2.872009 0.85 0.08 0.40 0.079
H 0.645632 1.564338 -2.866058 1.80 -0.86 1.35 0.043
H 1.683282 1.914452 -4.846205 1.33 -0.07 0.18 0.070
H 0.740652 1.849735 -6.248761 0.03 0.18 -1.70 0.103
N 1.053282 0.323764 1.221964 1.93 1.66 0.49 0.185
C -0.182362 0.291214 0.667285 1.03 4.46 0.12 -0.651
N -0.639083 1.483442 0.030911 -0.06 -2.59 0.52 0.173
O -0.907564 -0.641315 0.841907 -2.09 -2.71 -0.40 0.007
H 1.295756 -0.487839 1.773550 -0.22 -0.06 0.00 0.062
H 1.602056 1.215049 1.485808 -1.71 -1.75 -1.19 0.084
H -0.040773 2.279145 0.007994 0.25 0.40 -0.21 0.064
H -1.449771 1.370839 -0.593590 0.69 0.50 0.60 0.052
N -0.169853 -3.414120 -0.113968 1.03 0.03 0.59 0.183
C 1.101790 -3.876327 0.007888 -1.28 -1.46 -0.44 -0.650
N 1.306634 -5.052194 -0.706141 -0.68 0.52 -0.11 0.146
O 1.963556 -3.373270 0.707638 0.22 0.24 0.01 -0.008
H -0.257085 -2.462135 0.223644 -0.78 0.02 -0.14 0.065
H -0.761698 -3.815380 -0.828486 0.06 0.71 -0.06 0.081
H 0.488156 -5.634037 -0.863644 0.57 0.17 -0.08 0.104
H 2.182771 -5.497856 -0.576073 0.46 -0.43 0.25 0.085
N -3.820913 -0.529029 -0.429340 -1.83 -0.43 0.31 0.171
C -5.186538 -0.608485 -0.265921 -0.35 0.53 -0.60 -0.595
N -5.886804 -0.643043 -1.523194 1.75 -0.12 0.97 0.118
O -5.759152 -0.548164 0.839157 0.91 -0.29 -1.55 -0.021
H -3.263042 -0.415264 0.387703 0.54 -0.06 0.23 0.048
H -3.390226 -0.475999 -1.331880 0.10 0.08 0.02 0.083
H -6.810352 -1.067937 -1.509282 0.53 0.12 -0.09 0.093
H -5.241791 -0.833586 -2.321686 -1.40 -0.02 0.93 0.103
```
Forces are in eV/Å.

E_HOMO: -9.654 eV
LUMO energy: 0.5 eV
Frontier orbital gap: 0.3731 hartree
Energy above the lowest of the compared OMol25 structures with the same formula, charge and spin: 0.412 eV
Max |F|: 4.6 eV Å⁻¹
SMILES: NC(N)=O.NC(N)=O.NC(N)=O.NC(N)=O.NC(N)=O.NC(N)=O.NC(N)=O.NC(N)=O.NC(N)=O.NC(N)=O.NC(N)=O
Charge: 0



# 2
ORCA calculation (the ωB97M-V functional and the def2-TZVPD basis) on 11 unconnected molecules or ions with the total composition C11H44N22O11 in a non-equilibrium geometry.

Structure (XYZ):
```
88
Properties=species:S:1:pos:R:3:forces:R:3:lowdin_charge:R:1
N 1.249444 3.312514 -2.758972 -2.16 -0.82 0.01 0.199
C 2.239704 3.422924 -1.877342 0.86 2.64 -5.04 -0.735
N 3.281854 4.088764 -2.372362 2.39 1.73 -1.70 0.163
O 2.321474 3.062944 -0.771952 -0.80 -2.76 6.06 0.020
H 0.477214 2.740974 -2.447362 -0.33 -0.37 -0.08 0.076
H 1.079924 3.914144 -3.552322 0.51 -0.16 0.30 0.120
H 4.160514 4.123264 -1.875502 -0.41 -0.11 0.05 0.113
H 3.332384 4.321734 -3.353822 0.04 -0.15 0.22 0.108
N -5.083296 -2.504736 -3.907312 -2.79 2.17 -2.09 0.178
C -4.351616 -2.795866 -2.868652 0.43 0.58 -2.15 -0.794
N -4.172916 -4.062896 -2.883842 1.46 -5.79 2.06 0.170
O -3.747386 -2.016356 -2.200513 1.17 2.16 3.05 0.043
H -5.149276 -3.240016 -4.596592 -0.35 1.05 -0.28 0.115
H -5.163146 -1.518116 -4.108042 0.04 -0.17 -0.85 0.092
H -4.668476 -4.653266 -3.536523 0.33 -0.10 0.67 0.117
H -3.580206 -4.449376 -2.163132 -0.16 -0.30 -0.37 0.128
N 3.161384 4.824574 1.406158 0.77 -1.83 -3.46 0.165
C 2.500354 5.048284 2.521108 -2.89 -2.73 -0.66 -0.795
N 3.024084 5.987524 3.183748 2.17 4.28 3.29 0.183
O 1.500184 4.411634 2.847898 -0.21 -0.36 0.00 0.012
H 2.649414 4.271004 0.734188 0.34 -0.07 -0.31 0.067
H 3.953624 5.344214 1.056258 -0.33 -0.06 0.27 0.114
H 3.778424 6.435454 2.683328 -0.19 0.67 1.12 0.119
H 2.579104 6.332624 4.022198 0.42 0.08 -0.23 0.136
N 2.871924 -3.469766 -1.515292 1.30 -4.65 1.63 0.183
C 2.474014 -2.316146 -1.850433 -1.63 2.35 -5.06 -0.781
N 2.790324 -1.419196 -0.965813 0.14 3.19 1.92 0.171
O 1.984764 -2.062656 -2.962862 -0.36 0.24 0.83 0.017
H 2.610724 -4.258896 -2.089012 0.40 -0.09 0.58 0.142
H 3.310004 -3.394686 -0.608352 0.07 -2.07 -0.30 0.114
H 3.254434 -1.717526 -0.119813 -0.21 1.08 -0.05 0.098
H 2.552284 -0.470926 -1.219242 0.32 -0.02 0.73 0.107
N 0.455594 1.179474 0.259398 1.47 1.15 2.26 0.207
C -0.214146 0.527004 -0.654723 0.24 2.12 -0.74 -0.739
N -0.796786 -0.555856 -0.267642 -2.09 -3.54 -0.18 0.212
O -0.380846 0.946494 -1.805672 0.08 0.82 -1.15 -0.026
H 0.930064 2.057144 0.102378 -0.06 -0.28 -0.43 0.072
H 0.505884 0.809064 1.197678 0.02 0.06 -0.15 0.075
H -1.388086 -0.898416 -1.011362 -0.09 -0.74 0.40 0.107
H -0.753816 -1.007776 0.634588 0.05 0.43 -0.13 0.093
N -0.638476 -1.297166 -3.941752 0.52 1.94 3.54 0.195
C -0.654006 -2.014226 -5.013172 -0.84 -0.83 -1.12 -0.833
N -1.591116 -1.703066 -5.871022 -2.61 1.54 -2.47 0.164
O -0.000906 -2.968516 -5.276782 3.29 -3.45 0.05 0.042
H 0.032014 -1.565326 -3.235602 0.31 0.52 -0.13 0.074
H -1.103516 -0.400676 -3.930453 0.41 -0.32 0.33 0.080
H -2.337166 -1.094076 -5.566672 -0.48 -0.21 -0.63 0.058
H -1.663776 -2.398296 -6.600052 -0.45 0.51 0.06 0.112
N 2.651634 1.446974 2.433288 -4.67 3.17 2.58 0.201
C 3.689864 0.894234 1.992488 6.31 -5.49 -0.49 -0.774
N 3.908404 0.961094 0.688208 0.60 0.82 -2.78 0.166
O 4.466774 0.127094 2.607848 -1.05 0.52 0.47 -0.011
H 2.412084 1.207894 3.384898 0.18 0.59 0.07 0.131
H 2.607384 2.408294 2.126708 -1.07 0.28 0.46 0.082
H 4.732814 0.453894 0.399788 -0.02 0.50 -0.03 0.115
H 3.571624 1.740784 0.141608 -0.11 -0.21 -0.26 0.064
N -1.738066 1.322654 3.851968 0.28 3.84 3.25 0.195
C -1.732886 0.398254 2.942188 -2.06 -0.44 -0.12 -0.758
N -2.939576 0.328574 2.413518 -2.26 0.04 -1.59 0.187
O -0.885676 -0.381306 2.645587 3.96 -2.21 -0.75 -0.005
H -1.075376 1.633504 4.547898 0.48 -0.65 -0.66 0.132
H -2.572896 1.891124 3.853458 0.47 0.06 0.35 0.111
H -3.616666 0.957444 2.821148 -0.48 -0.87 -0.73 0.112
H -3.184046 -0.444736 1.811578 -0.18 0.34 0.19 0.128
N 1.349044 -1.823766 5.340558 -5.42 0.96 3.44 0.169
C 2.344794 -1.918346 4.546878 -0.93 0.65 -2.76 -0.889
N 2.124784 -1.544176 3.312328 -1.48 1.44 -3.97 0.190
O 3.310034 -2.401586 4.926258 7.87 -3.39 2.27 0.112
H 0.440804 -1.688796 4.919878 -0.24 -0.05 0.65 0.071
H 1.472494 -2.385546 6.170778 -0.42 0.32 -0.04 0.125
H 2.798914 -1.597656 2.562138 0.26 0.11 0.78 0.099
H 1.263464 -1.061546 3.099468 0.04 -0.05 -0.20 0.065
N -1.438356 -2.841296 3.898438 4.08 1.33 -2.65 0.157
C -2.551176 -3.070496 4.530318 -1.53 -0.08 -1.08 -0.823
N -2.404536 -3.939216 5.482718 0.65 -1.58 2.15 0.176
O -3.583656 -2.592086 4.175048 -3.00 1.53 -0.62 0.054
H -1.456886 -2.249306 3.080328 -0.03 0.06 0.29 0.082
H -0.581346 -3.364576 4.007128 -0.31 -0.07 0.02 0.108
H -1.404766 -4.026446 5.596498 -0.65 -1.37 1.64 0.108
H -3.226146 -4.273486 5.965758 0.80 -0.11 0.35 0.130
N -3.464126 2.089224 -4.427073 -0.39 3.45 -0.60 0.170
C -3.551656 0.816384 -4.148622 0.60 -0.67 -2.62 -0.773
N -2.953666 0.431204 -3.085162 0.98 -1.15 3.05 0.179
O -3.951426 0.045354 -5.019472 -1.57 -1.15 -0.47 -0.016
H -3.108096 2.723344 -3.726192 -0.44 0.21 -0.46 0.110
H -4.001106 2.367494 -5.235972 0.34 0.44 0.29 0.119
H -3.022786 -0.566496 -2.944042 0.22 -0.20 0.75 0.056
H -2.322126 1.018144 -2.559082 0.03 -0.30 0.17 0.089
```
Forces are in eV/Å.

E_HOMO: -7.992 eV
LUMO energy: 0.1 eV
Frontier orbital gap: 0.2974 hartree
Energy above the lowest of the compared OMol25 structures with the same formula, charge and spin: 6.735 eV
Max |F|: 8.9 eV Å⁻¹
SMILES: NC(N)=O.NC(N)=O.NC(N)=O.NC(N)=O.NC(N)=O.NC(N)=O.NC(N)=O.NC(N)=O.NC(N)=O.NC(N)=O.NC(N)=O
Charge: 0